## one
This record from the OMol25 dataset describes a single C4H5NO2 molecule. The level of theory is ωB97M-V with the def2-TZVPD basis set.

The orbital gap comes out at 0.357 hartree. The HOMO energy comes out at -0.36621 Eh. As for the SMILES: O=CC(=O)N1CC1.

Positions of all 12 atoms, in Å:
O  3.125  0.057  -0.319
C  2.029  -0.423  -0.412
C  0.925  0.011  0.567
O  1.222  0.642  1.556
N  -0.358  -0.438  0.295
C  -1.266  -0.032  -0.761
C  -1.515  0.335  0.653
H  1.806  -1.170  -1.194
H  -1.841  -0.828  -1.228
H  -0.927  0.757  -1.418
H  -1.311  1.355  0.956
H  -2.277  -0.188  1.218



## two
This record from the OMol25 dataset describes a molecular structure, C4H5NO2. The level of theory is ωB97M-V with the def2-TZVPD basis set.

The orbital gap comes out at 0.312 hartree. The HOMO energy comes out at -0.29624 Eh.

Positions of all 12 atoms, in Å:
C  -1.548  -0.346  -0.407
C  -0.136  0.055  -0.143
C  0.433  1.328  -0.047
O  1.644  1.491  0.236
C  1.425  -0.625  0.992
O  1.851  -0.634  2.067
N  0.894  -0.996  -0.126
H  -1.666  -0.847  -1.379
H  -1.955  -1.015  0.361
H  -2.172  0.555  -0.422
H  -0.234  2.195  -0.196
H  1.506  -1.158  -0.930



## three
This record from the OMol25 dataset describes a single C4H5NO2 molecule. The level of theory is ωB97M-V with the def2-TZVPD basis set.

The orbital gap comes out at 0.391 hartree. The HOMO energy comes out at -0.36471 Eh. As for the SMILES: O=C[C@H]1CN=CO1.

Positions of all 12 atoms, in Å:
O  -2.585  0.716  0.292
C  -1.746  -0.124  0.083
C  -0.393  0.209  -0.512
C  0.594  0.802  0.537
N  1.690  -0.165  0.604
C  1.405  -1.077  -0.222
O  0.253  -1.000  -0.939
H  -1.895  -1.195  0.339
H  -0.534  0.864  -1.377
H  0.975  1.781  0.232
H  0.133  0.920  1.524
H  2.009  -1.953  -0.434



## four
This record from the OMol25 dataset describes a molecular structure, C4H5NO2. The level of theory is ωB97M-V with the def2-TZVPD basis set.

The orbital gap comes out at 0.361 hartree. The HOMO energy comes out at -0.32983 Eh.

Positions of all 12 atoms, in Å:
C  -1.258  0.938  -0.605
C  -0.663  0.248  -1.722
C  0.896  -1.022  2.233
C  -0.133  0.697  0.097
N  1.682  -1.433  1.450
O  0.140  -0.842  3.099
O  0.550  0.082  -0.870
H  -2.046  1.637  -0.627
H  -0.471  0.806  -2.687
H  0.406  0.741  1.052
H  -1.218  -0.665  -1.911
H  2.115  -1.186  0.493



Energy ordering: three at the bottom, the next structure 86.1 kJ/mol above.



## one
This record from the OMol25 dataset describes a single C4H5NO2 molecule. The level of theory is ωB97M-V with the def2-TZVPD basis set.

The orbital gap comes out at 0.354 hartree. The HOMO energy comes out at -0.32436 Eh. As for the SMILES: O=CN1C=CCO1.

Positions of all 12 atoms, in Å:
O  -1.451  -2.566  -0.882
C  -1.051  -1.397  -1.210
N  -0.191  -0.507  -0.553
C  0.196  -0.693  0.733
C  0.694  0.364  1.147
C  0.449  1.580  0.167
O  -0.260  0.943  -0.881
H  -1.147  -1.072  -2.242
H  0.376  -1.717  1.167
H  1.359  0.740  2.021
H  1.410  2.018  -0.143
H  -0.383  2.309  0.675



## two
This record from the OMol25 dataset describes a single C4H5NO2 molecule. The level of theory is ωB97M-V with the def2-TZVPD basis set.

The orbital gap (alpha / beta) comes out at 0.281 / 0.281 hartree. The HOMO energy (alpha / beta) comes out at -0.29400 / -0.29402 Eh.

Positions of all 12 atoms, in Å:
C  1.180  -0.887  -0.221
C  0.060  -0.283  -0.009
C  2.528  -0.222  -0.064
C  -1.361  0.017  -0.006
N  2.346  1.086  0.156
O  3.627  -0.782  0.035
O  1.107  1.525  0.045
H  1.246  -1.993  -0.367
H  -1.737  -0.114  1.025
H  -1.878  -0.516  -0.674
H  -1.613  1.102  -0.272
H  3.053  1.792  0.345



## three
This record from the OMol25 dataset describes a single C4H5NO2 molecule. The level of theory is ωB97M-V with the def2-TZVPD basis set.

The orbital gap comes out at 0.394 hartree. The HOMO energy comes out at -0.36639 Eh. As for the SMILES: O=C[C@H]1CN=CO1.

Positions of all 12 atoms, in Å:
O  2.233  0.462  0.740
C  1.553  -0.234  0.036
C  0.132  -0.695  0.398
C  -0.664  0.530  0.853
N  -1.030  1.133  -0.442
C  -0.921  0.191  -1.287
O  -0.464  -1.024  -0.866
H  1.843  -0.523  -1.000
H  0.098  -1.570  1.050
H  -1.587  0.283  1.390
H  -0.056  1.199  1.470
H  -1.136  0.247  -2.343



## four
This record from the OMol25 dataset describes a single C4H5NO2 molecule. The level of theory is ωB97M-V with the def2-TZVPD basis set.

The orbital gap (alpha / beta) comes out at 0.306 / 0.306 hartree. The HOMO energy (alpha / beta) comes out at -0.34280 / -0.34279 Eh.

Positions of all 12 atoms, in Å:
O  1.194  0.742  -1.412
C  1.114  -0.280  -0.702
C  0.545  0.143  0.631
C  -0.121  1.345  0.089
N  -0.628  -0.441  1.211
C  -1.205  -1.168  0.247
O  -0.733  -1.324  -0.906
H  1.642  -1.199  -0.964
H  1.328  0.350  1.366
H  -0.907  1.168  -0.633
H  -0.079  2.328  0.560
H  -2.148  -1.664  0.514



Energy ordering: three at the bottom, the next structure 284.9 kJ/mol above.



## one
This record from the OMol25 dataset describes a single C4H5NO2 molecule. The level of theory is ωB97M-V with the def2-TZVPD basis set.

The orbital gap comes out at 0.393 hartree. The HOMO energy comes out at -0.37077 Eh.

Positions of all 12 atoms, in Å:
C  -0.583  0.117  -1.469
C  0.246  -0.668  -0.013
C  0.606  -0.654  1.584
C  -0.379  0.571  0.025
H  -1.532  0.526  -2.048
H  0.226  0.536  -2.026
H  1.194  -0.731  -0.442
H  0.801  -1.134  2.507
H  -1.342  0.459  0.532
N  0.971  0.649  1.780
O  -0.576  -1.148  -1.100
O  0.369  1.476  0.669



## two
This record from the OMol25 dataset describes a single C4H5NO2 molecule. The level of theory is ωB97M-V with the def2-TZVPD basis set.

The orbital gap comes out at 0.355 hartree. The HOMO energy comes out at -0.33676 Eh. As for the SMILES: O=C1COC=CN1.

Positions of all 12 atoms, in Å:
O  -2.050  -0.618  -1.320
C  -0.985  -0.338  -0.799
C  -0.792  1.085  -0.115
O  0.385  1.467  0.624
C  1.155  0.413  0.913
C  1.177  -0.767  0.439
N  0.095  -1.113  -0.605
H  -1.608  1.071  0.563
H  -1.152  1.743  -0.987
H  2.162  0.933  1.261
H  1.928  -1.564  0.540
H  -0.316  -2.312  -0.513



## three
This record from the OMol25 dataset describes a single C4H5NO2 molecule. The level of theory is ωB97M-V with the def2-TZVPD basis set.

The orbital gap comes out at 0.377 hartree. The HOMO energy comes out at -0.35582 Eh. As for the SMILES: O=CC(=O)N1CC1.

Positions of all 12 atoms, in Å:
O  -1.813  0.908  -1.179
C  -1.120  1.690  -0.550
C  0.327  1.135  -0.226
O  1.319  1.528  -0.793
N  0.314  0.079  0.678
C  1.194  -1.065  0.532
C  -0.283  -1.221  0.407
H  -1.879  2.482  -0.573
H  1.696  -1.396  1.439
H  1.794  -1.110  -0.374
H  -0.693  -1.379  -0.586
H  -0.856  -1.650  1.225



Energy ordering: two at the bottom, the next structure 7.5 kJ/mol above.



## one
This record from the OMol25 dataset describes a single C4H5NO2 molecule. The level of theory is ωB97M-V with the def2-TZVPD basis set.

The orbital gap comes out at 0.319 hartree. The HOMO energy comes out at -0.34270 Eh. As for the SMILES: C=C=C(CO)N=O.

Positions of all 12 atoms, in Å:
C  2.228  -0.697  0.650
C  0.969  -0.430  0.460
C  -0.132  0.053  -0.063
C  -1.593  -0.262  0.149
O  -2.379  0.907  0.136
N  0.041  1.034  -1.140
O  1.169  1.362  -1.395
H  2.834  -0.150  1.367
H  2.707  -1.472  0.055
H  -1.756  -0.753  1.111
H  -1.914  -0.962  -0.640
H  -2.173  1.370  -0.689



## two
This record from the OMol25 dataset describes a molecular structure, C4H5NO2. The level of theory is ωB97M-V with the def2-TZVPD basis set.

The orbital gap comes out at 0.390 hartree. The HOMO energy comes out at -0.35654 Eh.

Positions of all 12 atoms, in Å:
N  0.405  1.302  1.004
C  0.178  0.236  0.108
C  -1.151  0.105  -0.632
C  -0.679  -1.002  0.222
O  0.280  -1.786  -0.526
C  1.157  -0.715  -0.543
O  2.294  -0.711  -0.897
H  0.550  2.174  0.508
H  1.206  1.131  1.603
H  -1.923  0.743  -0.211
H  -1.175  -0.023  -1.710
H  -1.159  -1.468  1.073



Energy ordering: two at the bottom, the next structure 283.0 kJ/mol above.



## one
This record from the OMol25 dataset describes a single C4H5NO2 molecule. The level of theory is ωB97M-V with the def2-TZVPD basis set.

The orbital gap comes out at 0.396 hartree. The HOMO energy comes out at -0.37565 Eh. As for the SMILES: O=C[C@H]1CN1C=O.

Positions of all 12 atoms, in Å:
O  2.406  0.165  -1.222
C  1.361  -0.239  -0.778
C  0.752  0.343  0.463
C  -0.463  1.187  0.231
N  -0.570  -0.077  0.898
C  -1.238  -1.134  0.273
O  -2.084  -1.004  -0.578
H  0.790  -1.044  -1.285
H  1.461  0.605  1.244
H  -0.852  1.246  -0.784
H  -0.623  2.063  0.851
H  -0.941  -2.111  0.688



## two
This record from the OMol25 dataset describes a molecular structure, C4H5NO2. The level of theory is ωB97M-V with the def2-TZVPD basis set.

The orbital gap comes out at 0.377 hartree. The HOMO energy comes out at -0.36294 Eh.

Positions of all 12 atoms, in Å:
O  -2.519  0.695  0.632
C  -1.885  -0.140  0.032
C  -0.445  0.056  -0.379
C  0.436  0.905  0.476
N  1.699  0.323  -0.118
C  1.427  -0.949  -0.244
O  0.148  -1.251  -0.303
H  -2.291  -1.158  -0.150
H  0.633  0.501  -1.220
H  0.376  1.961  0.210
H  0.355  0.786  1.566
H  2.121  -1.752  -0.466



## three
This record from the OMol25 dataset describes a single C4H5NO2 molecule. The level of theory is ωB97M-V with the def2-TZVPD basis set.

The orbital gap comes out at 0.306 hartree. The HOMO energy comes out at -0.28770 Eh. As for the SMILES: Cc1cc(O)on1.

Positions of all 12 atoms, in Å:
C  -1.559  -0.769  1.056
C  -0.507  -0.145  0.217
C  0.776  0.253  0.518
C  1.172  0.615  -0.814
O  2.387  0.497  -1.323
O  0.214  1.162  -1.527
N  -0.686  -0.015  -1.138
H  -2.543  -0.443  0.721
H  -1.438  -0.493  2.103
H  -1.510  -1.856  0.973
H  1.310  0.355  1.443
H  2.385  0.839  -2.230



Energy ordering: one at the bottom, the next structure 226.3 kJ/mol above.



## one
This record from the OMol25 dataset describes a gas-phase ion, C5H12NO (charge -1). The level of theory is ωB97M-V with the def2-TZVPD basis set.

The orbital gap comes out at 0.233 hartree. The HOMO energy comes out at -0.07865 Eh. As for the SMILES: CC[C@@H](C[O-])NC. Its charge is -1.

Positions of all 19 atoms, in Å:
C  0.660  1.507  1.622
C  0.794  0.420  0.544
C  -0.608  -0.094  0.219
C  -1.310  0.900  -0.798
O  -0.515  1.144  -1.837
N  -0.655  -1.555  -0.259
C  0.506  -2.064  -0.992
H  1.569  1.688  2.171
H  0.364  2.467  1.175
H  -0.025  1.186  2.440
H  1.103  0.811  -0.431
H  1.543  -0.214  0.948
H  -1.121  -0.147  1.149
H  -2.283  0.478  -0.977
H  -1.251  1.818  -0.197
H  -1.455  -1.658  -0.853
H  0.723  -1.597  -2.033
H  0.384  -3.122  -1.234
H  1.576  -1.969  -0.657



## two
This record from the OMol25 dataset describes 2 unconnected molecules or ions with the total composition C5H12NO. The level of theory is ωB97M-V with the def2-TZVPD basis set.

The orbital gap comes out at 0.267 hartree. The HOMO energy comes out at -0.11695 Eh. Its charge is -1.

Positions of all 19 atoms, in Å:
C  -1.335  0.740  2.101
C  -0.587  1.020  0.780
C  0.650  -0.371  -1.085
C  1.177  0.796  -1.923
N  0.636  1.542  0.822
C  0.410  -0.198  0.395
O  -0.458  -2.830  -0.684
H  -0.609  0.737  2.911
H  -2.143  1.430  2.310
H  -1.771  -0.261  2.032
H  -1.287  1.208  -0.042
H  -0.331  -0.647  -1.432
H  1.263  -1.246  -1.277
H  0.420  1.500  -2.263
H  1.866  1.364  -1.307
H  1.702  0.394  -2.783
H  -0.513  -3.684  -0.238
H  1.122  -0.366  1.209
H  -0.213  -1.128  0.475



Energy ordering: one at the bottom, the next structure 258.5 kJ/mol above.